1.
Below is 3 unconnected molecules or ions with the total composition C40H41O5, with properties calculated with ωB97M-V/def2-TZVPD.

Results
net charge	-1
LUMO level	0.202	eV
HOMO	-1.167	eV

Cartesian coordinates (Å):
1 C -3.648 3.681 0.725
2 C -3.050 3.725 -0.672
3 C -1.594 3.258 -0.622
4 C -3.864 2.883 -1.715
5 C -4.949 1.966 -1.205
6 O -6.222 2.721 -1.337
7 C -7.308 1.881 -1.197
8 C -8.634 2.661 -0.993
9 C -9.435 2.034 0.156
10 C -8.366 4.157 -0.818
11 C -9.591 5.082 -0.700
12 C -10.154 5.216 0.734
13 C -10.696 4.735 -1.697
14 H -3.063 4.304 1.413
15 H -3.657 2.658 1.100
16 H -4.686 4.015 0.737
17 H -3.061 4.767 -1.011
18 H -1.546 2.288 -0.126
19 H -0.946 3.959 -0.087
20 H -1.194 3.141 -1.632
21 H -3.147 2.243 -2.244
22 H -4.261 3.592 -2.463
23 H -5.029 1.130 -1.923
24 H -7.401 1.229 -2.086
25 H -7.127 1.212 -0.340
26 H -9.227 2.525 -1.901
27 H -8.783 1.736 0.978
28 H -9.945 1.131 -0.190
29 H -10.205 2.690 0.557
30 H -7.800 4.472 -1.696
31 H -7.692 4.320 0.025
32 H -9.236 6.078 -0.982
33 H -11.142 4.755 0.809
34 H -10.258 6.258 1.035
35 H -9.518 4.698 1.450
36 H -11.412 5.560 -1.758
37 H -10.290 4.582 -2.698
38 H -11.248 3.845 -1.393
39 C 1.922 -0.590 -4.152
40 C 3.234 -0.982 -4.405
41 C 4.196 -0.875 -3.417
42 C 3.852 -0.369 -2.168
43 C 2.537 0.032 -1.918
44 C 1.573 -0.083 -2.912
45 C 2.140 0.598 -0.598
46 O 1.000 0.939 -0.384
47 C 3.199 0.735 0.443
48 C 2.864 1.290 1.672
49 C 3.828 1.412 2.657
50 C 5.130 0.978 2.422
51 C 5.469 0.429 1.198
52 C 4.507 0.310 0.201
53 C 4.895 -0.269 -1.113
54 O 6.035 -0.650 -1.315
55 H 1.171 -0.678 -4.925
56 H 3.503 -1.373 -5.378
57 H 5.216 -1.181 -3.600
58 H 0.559 0.229 -2.702
59 H 1.848 1.618 1.841
60 H 3.567 1.846 3.613
61 H 5.879 1.069 3.197
62 H 6.477 0.088 1.005
63 C 9.467 -3.022 0.341
64 C 8.218 -2.607 -0.110
65 C 7.085 -3.318 0.247
66 C 7.196 -4.446 1.049
67 C 8.452 -4.868 1.492
68 C 9.586 -4.148 1.138
69 C 8.603 -6.087 2.334
70 O 9.692 -6.450 2.730
71 C 7.370 -6.854 2.674
72 C 7.485 -8.017 3.426
73 C 6.352 -8.738 3.761
74 C 5.098 -8.299 3.350
75 C 4.977 -7.143 2.599
76 C 6.112 -6.419 2.255
77 C 5.959 -5.184 1.430
78 O 4.863 -4.800 1.084
79 H 10.352 -2.462 0.067
80 H 8.120 -1.730 -0.734
81 H 6.110 -2.999 -0.094
82 H 10.553 -4.479 1.492
83 H 8.466 -8.345 3.743
84 H 6.444 -9.645 4.345
85 H 4.213 -8.862 3.617
86 H 4.009 -6.790 2.273

***

2.
Below is a molecular structure, C38H41Cl2N2O2P2PdSi2, with properties calculated with ωB97M-V/def2-TZVPD.

Results
net charge	-1
LUMO level	2.524	eV
HOMO	-4.235	eV

Cartesian coordinates (Å):
1 Pd -0.655 -1.294 0.471
2 C 2.858 -3.600 0.154
3 Si 3.403 -1.876 -0.366
4 C 4.989 -1.521 0.584
5 C 3.852 -1.937 -2.194
6 N 2.149 -0.815 -0.040
7 P 1.548 0.612 -0.173
8 C -0.123 0.616 0.152
9 P -1.624 0.869 -0.485
10 N -2.082 -0.623 -0.940
11 Si -3.600 -1.436 -0.981
12 C -4.350 -1.742 0.703
13 C -3.349 -3.082 -1.831
14 C -4.871 -0.466 -1.976
15 C -1.756 2.090 -1.833
16 C -2.151 1.731 -3.114
17 C -2.118 2.664 -4.143
18 C -1.676 3.954 -3.898
19 C -1.273 4.321 -2.618
20 C -1.321 3.394 -1.590
21 C -2.788 1.542 0.756
22 C -3.963 2.187 0.380
23 C -4.887 2.593 1.338
24 C -4.636 2.357 2.680
25 C -3.455 1.732 3.065
26 C -2.535 1.331 2.111
27 C 1.879 1.314 -1.834
28 C 1.068 0.858 -2.873
29 C 1.306 1.247 -4.182
30 C 2.367 2.097 -4.470
31 C 3.193 2.541 -3.446
32 C 2.951 2.145 -2.137
33 C 2.359 1.802 0.946
34 C 3.160 1.320 1.977
35 C 3.734 2.195 2.889
36 C 3.513 3.561 2.774
37 C 2.710 4.050 1.751
38 C 2.134 3.171 0.845
39 H 3.617 -4.347 -0.102
40 H 1.925 -3.873 -0.345
41 H 2.684 -3.648 1.232
42 H 5.756 -2.249 0.302
43 H 4.832 -1.595 1.663
44 H 5.375 -0.519 0.374
45 H 4.620 -2.682 -2.417
46 H 4.210 -0.962 -2.539
47 H 2.960 -2.177 -2.778
48 H -3.668 -2.311 1.339
49 H -5.277 -2.312 0.596
50 H -4.580 -0.801 1.210
51 H -2.604 -3.678 -1.299
52 H -2.997 -2.928 -2.854
53 H -4.284 -3.647 -1.868
54 H -5.135 0.480 -1.499
55 H -5.786 -1.058 -2.068
56 H -4.515 -0.248 -2.984
57 H -2.453 0.709 -3.303
58 H -2.423 2.376 -5.142
59 H -1.637 4.676 -4.704
60 H -0.920 5.327 -2.428
61 H -1.006 3.672 -0.589
62 H -4.157 2.384 -0.668
63 H -5.798 3.094 1.035
64 H -5.355 2.670 3.427
65 H -3.251 1.559 4.114
66 H -1.603 0.854 2.400
67 H 0.255 0.176 -2.641
68 H 0.663 0.889 -4.976
69 H 2.554 2.408 -5.491
70 H 4.028 3.194 -3.667
71 H 3.605 2.492 -1.344
72 H 3.313 0.252 2.068
73 H 4.351 1.805 3.688
74 H 3.961 4.248 3.483
75 H 2.534 5.115 1.663
76 H 1.501 3.553 0.050
77 Cl 1.570 -6.144 5.691
78 C 1.181 -4.793 4.655
79 C 1.642 -3.506 5.010
80 C 1.356 -2.438 4.220
81 Cl 1.917 -0.862 4.674
82 C 0.593 -2.540 2.993
83 O 0.403 -1.513 2.298
84 C 0.125 -3.870 2.689
85 C -0.696 -4.179 1.547
86 O -1.135 -3.424 0.682
87 C 0.441 -4.968 3.529
88 H 2.223 -3.367 5.911
89 H -0.962 -5.245 1.451
90 H 0.083 -5.955 3.261

***

3.
Below is C5H8O2 in the gas phase, with properties calculated with ωB97M-V/def2-TZVPD.

Results
net charge	0
LUMO level	0.640	eV
structure (SMILES)	O=C1CC(CO)C1
HOMO	-9.357	eV

Cartesian coordinates (Å):
1 O -1.485 2.491 0.980
2 C -0.897 1.512 0.605
3 C -0.487 0.207 1.287
4 C 0.626 0.094 0.201
5 C 0.773 -1.225 -0.551
6 O -0.536 -1.626 -0.922
7 C -0.073 1.209 -0.631
8 H -1.213 -0.604 1.214
9 H -0.185 0.346 2.332
10 H 1.544 0.390 0.707
11 H 1.261 -1.981 0.081
12 H 1.402 -1.100 -1.452
13 H -0.491 -2.475 -1.374
14 H -0.713 0.727 -1.381
15 H 0.473 2.036 -1.094

***

4.
Below is 4 unconnected molecules or ions with the total composition C4H18NO3 in a non-equilibrium geometry, with properties calculated with ωB97M-V/def2-TZVPD.

Results
net charge	+1
LUMO level	-3.054	eV
HOMO	-14.879	eV

Cartesian coordinates (Å):
1 C -0.440 1.252 -1.393
2 C -0.200 0.773 0.057
3 C -1.237 1.210 1.057
4 C -0.624 2.006 2.268
5 N -0.314 -0.752 -0.096
6 H 0.547 1.399 -1.775
7 H -0.928 2.134 -1.396
8 H -0.969 0.476 -2.011
9 H 0.957 1.026 0.290
10 H -1.854 1.903 0.622
11 H -1.927 0.389 1.489
12 H -0.015 1.393 2.831
13 H -0.134 3.011 1.873
14 H -1.421 2.201 3.010
15 H 0.433 -1.222 -0.673
16 H -0.177 -1.264 0.889
17 H -1.094 -0.980 -0.729
18 H -0.119 -2.840 -2.576
19 H -1.552 -2.090 -2.753
20 O -0.992 -2.404 -2.094
21 H 3.777 0.571 0.250
22 H 3.332 0.868 -1.406
23 O 3.025 0.759 -0.504
24 H -0.058 -3.420 1.256
25 H 1.328 -3.519 0.623
26 O 0.656 -2.878 0.888

***

5.
Below is 2 unconnected molecules or ions with the total composition C11H21N2Si in a non-equilibrium geometry, with properties calculated with ωB97M-V/def2-TZVPD.

Results
net charge	+1
LUMO level	-3.424	eV
HOMO	-11.263	eV

Cartesian coordinates (Å):
1 C 2.892 2.185 -0.103
2 C 3.045 1.338 -1.208
3 C 1.982 1.770 0.920
4 C 2.441 0.100 -1.158
5 C 1.334 0.539 0.899
6 C 1.630 -0.321 -0.123
7 C -1.846 3.054 -0.069
8 C 0.799 -3.053 -1.791
9 C 1.147 -2.926 1.454
10 C -2.542 1.728 -0.344
11 C -1.933 -0.727 0.113
12 N -2.892 -1.334 1.023
13 N -1.833 0.790 0.527
14 Si 0.858 -2.008 -0.166
15 H 3.189 3.182 0.019
16 H 3.461 1.688 -2.162
17 H 1.748 2.547 1.691
18 H 2.523 -0.532 -2.020
19 H 0.580 0.184 1.735
20 H -0.710 2.787 0.097
21 H -2.014 3.742 -0.978
22 H -2.290 3.652 0.753
23 H 1.805 -3.183 -2.320
24 H 0.489 -3.999 -1.551
25 H 0.164 -2.628 -2.625
26 H 0.407 -3.798 1.738
27 H 2.128 -3.428 1.371
28 H 1.045 -2.152 2.235
29 H -2.354 1.576 -1.435
30 H -3.614 1.729 -0.063
31 H -2.365 -0.812 -0.934
32 H -2.532 -2.098 1.733
33 H -3.817 -1.540 0.698
34 H -2.022 0.739 1.514
35 H -0.901 1.211 0.529

***

6.
Below is C11H14N2O4 in the gas phase in a non-equilibrium geometry, with properties calculated with ωB97M-V/def2-TZVPD.

Results
net charge	0
LUMO level	0.538	eV
structure (SMILES)	N[C@@H](Cc1ccc(O)cc1)C(=O)NCC(=O)O
HOMO	-8.421	eV

Cartesian coordinates (Å):
1 N 2.015 -3.246 0.144
2 C 1.097 -2.227 -0.047
3 C 0.030 -2.081 0.958
4 C -1.112 -1.102 0.483
5 C -2.161 -1.620 -0.324
6 C -3.402 -0.953 -0.574
7 C -3.466 0.376 -0.151
8 O -4.362 1.310 -0.345
9 C -2.283 0.994 0.585
10 C -1.230 0.224 0.942
11 C 2.061 -0.986 -0.404
12 O 3.137 -1.225 -0.997
13 N 1.722 0.158 0.261
14 C 2.484 1.392 0.389
15 C 1.679 2.482 -0.196
16 O 0.860 2.471 -1.147
17 O 1.958 3.622 0.465
18 H 1.626 -4.154 -0.202
19 H 2.783 -3.046 -0.463
20 H 0.472 -2.164 -0.992
21 H -0.324 -3.077 1.069
22 H 0.443 -1.836 1.880
23 H -2.204 -2.640 -0.653
24 H -4.030 -1.517 -1.262
25 H -5.187 0.869 -0.541
26 H -2.746 1.946 0.929
27 H -0.393 0.718 1.307
28 H 0.794 0.284 0.780
29 H 3.548 1.526 -0.059
30 H 2.434 1.812 1.443
31 H 1.693 4.486 0.147

***

Calculated ΔE to the lowest compared entry with this formula, charge and spin, 0.0, 0.0, 28.4, 60.2, 62.3, 76.4 kcal per mole (same order as the records).
Calculated E, -1924.99742, -4042.80856, -345.75976, -443.37153, -830.38591, -837.95492 Eh (same order as the records).